A cluster of 2 separate species, C8H10Br2 in total at a distorted geometry. Source: the OMol25 dataset; level of theory: the ωB97M-V functional and the def2-TZVPD basis.

Geometry as ORCA input:
```
! wB97M-V def2-TZVPD RIJCOSX def2/J DEFGRID3
* xyz 0 1
C 1.6718 -1.1619 1.1866
C 0.7782 -0.4921 0.5214
C -0.2667 -2.1272 -1.7643
C -1.2967 -1.0521 -1.5061
C 1.0285 2.0504 1.1257
C -0.3863 1.9160 0.5410
C -0.6479 -1.7066 -0.3331
C 0.7205 0.9225 0.1680
Br -1.4159 -2.9316 0.9622
Br 1.6431 1.2675 -1.5810
H 2.6511 -0.7913 1.4829
H 1.4173 -2.1834 1.3354
H -0.4086 -3.1359 -2.0574
H 0.7527 -1.7730 -1.9523
H -0.9949 0.0156 -1.5620
H -2.4331 -1.2375 -1.5083
H 1.6934 2.8485 0.7726
H 1.2217 1.8857 2.2585
H -1.2774 1.7363 1.1348
H -0.6225 2.6816 -0.1925
*
```

Output
E_tot   -148538.26877 eV
Energy above the lowest of the compared OMol25 structures with the same formula, charge and spin   113.7 kcal/mol
M   266.0 g/mol
Orbital gap   9.6685 eV

The molecule C8H10BrNO4 at a distorted geometry. Source: the OMol25 dataset; level of theory: the ωB97M-V functional and the def2-TZVPD basis.

Geometry as ORCA input:
```
! wB97M-V def2-TZVPD RIJCOSX def2/J DEFGRID3
* xyz 0 1
C -3.7632 1.3996 -1.3454
C -1.0231 0.0063 -0.8438
C -2.3799 -0.5371 -0.7141
C -0.8730 1.4275 -0.1521
C -3.4719 0.3154 -0.4757
C 1.2061 -0.4260 -1.3558
C -1.4188 -2.7073 -0.0546
C 0.5290 2.4100 1.4110
N -4.0773 2.2108 -2.0979
O -1.9182 1.9931 0.2533
O -0.1867 -0.6154 -1.5995
O -2.5321 -1.8677 -0.3097
O 0.2712 1.2455 0.6473
Br -4.8356 -0.1613 0.5749
H -0.6888 1.9842 -1.1072
H 1.6214 -1.0861 -2.1652
H 1.4464 -0.7690 -0.3061
H 1.5663 0.6212 -1.6318
H -1.8780 -3.3975 0.7399
H -0.5939 -2.1404 0.4361
H -1.1866 -3.2046 -0.9342
H 0.5794 3.1962 0.6474
H 1.5349 2.3104 1.7720
H -0.3581 2.6885 2.1233
*
```

Output
E_tot   -88173.92997 eV
M   264.1 g/mol
Orbital gap (alpha / beta)   7.2451 / 7.2421 eV

The ion C8H10ClN2O2 with charge -1 at a distorted geometry. Source: the OMol25 dataset; level of theory: the ωB97M-V functional and the def2-TZVPD basis.

Geometry as ORCA input:
```
! wB97M-V def2-TZVPD RIJCOSX def2/J DEFGRID3
* xyz -1 1
C 1.8105 -0.8047 -0.9866
C 0.2599 -0.5555 -0.9182
C -0.4164 -1.9757 -0.8209
C -0.3402 0.1913 -2.1052
N -0.1630 0.1797 0.2626
N -0.7839 -0.5680 1.2128
C -1.0515 -0.1202 2.4002
C -0.8820 1.2600 2.7876
O -1.1602 1.8057 3.8643
C -0.1602 2.0241 1.7960
Cl 0.0694 3.7482 2.1297
C 0.2254 1.5375 0.5143
O 0.7477 2.1522 -0.4325
H 2.2954 0.2406 -1.0740
H 2.1341 -1.2470 -0.1225
H 1.9732 -1.2772 -1.9018
H -1.2516 -1.9451 -0.2560
H 0.2336 -2.6103 -0.3731
H -0.6992 -2.3067 -1.9093
H -1.3007 -0.0022 -2.2026
H -0.0887 1.1521 -1.9384
H 0.0144 -0.1113 -3.0191
H -1.4657 -0.7674 3.0925
*
```

Output
E_tot   -28055.64121 eV
Energy above the lowest of the compared OMol25 structures with the same formula, charge and spin   20.3 kcal/mol
M   201.6 g/mol
Orbital gap   7.1562 eV
SMILES   CC(C)(C)n1ncc([O-])c(Cl)c1=O

- Which value of E_tot does entry 2 give?
  -88173.92997 eV